C24H46O8 | ωB97M-V/def2-TZVPD

Cartesian coordinates (Å):
C  2.378299  2.085033  1.009784
C  2.455732  1.543623  -0.250048
C  3.105550  2.343439  -1.321690
O  3.126055  1.628418  -2.567171
C  3.751378  2.265764  -3.568058
O  4.456143  1.674649  -4.376002
O  3.465911  3.592302  -3.692436
C  4.574639  4.478325  -3.428073
C  4.306359  5.358976  -2.227093
C  5.059476  6.694815  -2.306741
O  5.561350  7.079257  -1.051873
C  6.763341  6.429508  -0.701392
H  1.409180  2.365528  1.379337
H  3.276126  2.256314  1.587010
H  2.059763  0.557633  -0.450756
H  2.577036  3.277753  -1.390506
H  4.142871  2.558588  -1.024926
H  4.729137  5.078056  -4.315141
H  5.454517  3.868997  -3.251222
H  3.244718  5.552443  -2.141033
H  4.589227  4.856878  -1.311579
H  5.844111  6.657091  -3.061017
H  4.357234  7.462667  -2.601706
H  6.640620  5.836555  0.198846
H  7.538487  7.165604  -0.517735
H  7.096580  5.764036  -1.491549
C  -2.211129  -0.179208  2.011578
C  -1.528013  -1.162807  1.067332
C  -0.786966  -0.222773  0.127991
O  -0.450725  0.939466  0.893439
C  -1.157921  0.913549  2.136212
H  -2.486381  -0.613080  2.972348
H  -3.114612  0.218989  1.546407
H  -0.815286  -1.779321  1.622040
H  -2.216356  -1.827103  0.548197
H  -1.423289  0.088533  -0.707500
H  0.125826  -0.663043  -0.277744
H  -0.440204  0.685680  2.933307
H  -1.587096  1.898180  2.328589
C  -4.084374  -6.400903  -0.261435
C  -2.831968  -6.179034  -1.104323
C  -2.653240  -4.670747  -1.000234
O  -3.166326  -4.289068  0.279022
C  -3.891524  -5.380165  0.851617
H  -4.189301  -7.418133  0.112010
H  -4.975095  -6.158346  -0.845097
H  -1.981078  -6.691506  -0.649863
H  -2.925922  -6.523314  -2.132781
H  -3.227404  -4.147814  -1.772602
H  -1.609908  -4.361047  -1.076225
H  -3.297895  -5.796257  1.672868
H  -4.833647  -5.011711  1.258292
C  2.181427  -4.065608  -0.064796
C  3.467588  -3.973660  -0.881386
C  3.772765  -2.483775  -0.809017
O  3.265644  -2.027655  0.449390
C  2.435790  -3.036962  1.028416
H  1.979987  -5.060259  0.330056
H  1.328262  -3.762071  -0.676732
H  4.260661  -4.545360  -0.394222
H  3.367330  -4.334743  -1.903538
H  3.262034  -1.934990  -1.607925
H  4.838883  -2.264284  -0.867424
H  2.971620  -3.481294  1.874326
H  1.519097  -2.578419  1.402331
C  -7.073239  1.192400  3.447176
C  -7.841609  0.408444  2.387864
C  -6.942709  0.570682  1.170818
O  -5.603816  0.677478  1.663393
C  -5.631119  0.871447  3.081536
H  -7.322689  0.910683  4.468783
H  -7.261827  2.262068  3.332729
H  -7.901565  -0.644102  2.673679
H  -8.853478  0.772335  2.217685
H  -7.181391  1.487183  0.620714
H  -7.005125  -0.272100  0.481928
H  -5.298990  -0.056570  3.559989
H  -4.937533  1.667861  3.353553

Atomic forces in eV per Å
0.310 -0.452 -0.691
0.005 0.361 0.695
1.564 -1.121 0.606
0.263 0.338 -0.212
1.059 -1.094 -2.101
-1.242 1.015 1.668
-0.052 -0.387 0.887
-0.125 -0.157 0.003
0.043 0.148 -0.112
-0.486 -0.294 0.265
0.139 0.294 -0.007
-0.010 -0.051 0.057
-0.342 -1.650 1.222
0.282 1.851 -0.480
-1.688 0.566 -0.761
-0.266 0.199 -0.428
0.101 0.270 -0.010
0.019 0.076 -0.294
0.320 -0.014 -0.200
-0.302 0.023 -0.085
0.150 -0.152 0.235
0.300 0.001 -0.077
-0.059 0.314 -0.135
-0.134 -0.111 0.229
0.158 0.188 0.005
0.148 -0.152 -0.202
-0.108 0.099 -0.114
0.100 -0.046 0.054
-0.102 0.083 -0.047
-0.180 -0.114 -0.044
0.145 -0.119 0.106
0.032 -0.010 0.013
-0.020 -0.017 0.018
-0.004 -0.012 -0.020
-0.026 -0.009 0.032
0.002 -0.066 -0.024
0.042 0.047 0.011
-0.040 0.020 0.042
0.030 0.031 -0.062
-0.079 0.055 -0.083
0.083 -0.053 0.088
-0.100 0.074 -0.047
-0.006 -0.071 -0.041
0.116 -0.026 0.068
0.022 -0.006 0.013
-0.008 -0.003 0.012
0.010 0.006 -0.012
-0.022 0.013 -0.011
0.040 -0.029 -0.049
-0.001 0.044 0.050
-0.049 -0.045 0.014
0.017 0.066 -0.001
-0.072 0.052 -0.089
0.064 -0.054 0.090
-0.121 0.083 -0.070
-0.048 -0.046 -0.056
0.106 -0.007 0.066
0.016 -0.008 0.014
-0.011 0.002 0.012
0.006 0.002 -0.007
-0.019 0.018 -0.013
0.052 -0.026 -0.046
0.001 0.044 0.044
-0.057 -0.044 0.017
0.026 0.062 -0.002
-0.027 0.116 -0.055
0.024 -0.123 0.060
0.034 0.136 -0.080
-0.120 0.043 0.117
0.042 -0.178 -0.006
0.011 -0.022 0.005
0.005 0.001 0.007
-0.009 -0.001 -0.010
0.003 0.026 -0.009
-0.060 -0.024 -0.016
0.066 -0.006 -0.011
0.002 0.036 0.070
0.042 -0.001 -0.079

Summary:
energy = -42007.904 eV
SMILES = C=CCOC(=O)OCCCOC.C1CCOC1.C1CCOC1.C1CCOC1.C1CCOC1
frontier orbital gap = 0.2980 Eh
strongest force on any atom = 2.594 eV Å⁻¹
HOMO energy = -7.540 eV
energy relative to the best compared isomer or geometry (same formula, charge and spin) = 114.3 kcal/mol
molecular weight = 462.6 g mol⁻¹